No. 1
ORCA calculation (ωB97M-V/def2-TZVPD) on a 7-piece molecular cluster, C36H93N7O11 overall at a distorted geometry.

As for the LUMO energy (spin up / spin down): -3.11 / -7.94 eV. As for the spin multiplicity: 2. Its frontier orbital gap (spin up / spin down) is 6.514 / 1.678 eV. As for the net charge: +1. The value obtained for the highest occupied orbital energy (spin up / spin down) is -9.6 / -9.6 eV.

XYZ file:
```
147
C36H93N7O11 ωB97M-V/def2-TZVPD
O 8.16566 -1.26423 11.67948
O 4.06582 2.30966 0.81412
O 0.94564 -1.12206 -0.24734
O -0.39532 0.47697 -4.85102
O -1.08645 -4.90109 -6.63204
O -9.80063 3.73146 -1.09239
O 5.57913 0.10198 6.02970
O -0.07701 2.32319 2.70206
O -3.79355 -1.68983 -2.06303
O 3.20283 2.26825 -4.97851
O -3.50633 4.86071 0.34323
N -2.92816 -4.19092 -1.78801
N 5.71039 -0.87260 9.49313
N 2.38023 2.59880 -1.71405
N -7.22444 4.94582 0.17956
N -1.48436 -1.85011 -3.82747
N 1.57386 -0.24173 2.68566
N 1.45715 -4.20072 -6.51666
C 5.39007 0.05072 8.40289
C 2.14509 2.94709 -4.27216
C -5.81678 5.13540 -0.21440
C -4.67095 -2.62426 -1.41554
C 8.71958 -1.84189 12.91206
C 6.73233 -0.98220 11.79390
C -2.25565 -5.43824 -7.27429
C -3.10150 -2.06990 -5.55774
C 3.72839 2.89776 -6.06835
C 1.41701 2.30882 2.72673
C 5.14988 2.39326 1.72897
C -1.56299 0.01799 -5.48504
C -4.81064 4.20725 0.46407
C 3.80729 2.28555 -1.57280
C 5.45242 -0.76892 7.09117
C 1.95568 0.98797 3.40013
C -0.32516 -5.80456 -5.87338
C -7.68877 3.57288 -0.03810
C 6.21660 -0.06494 10.62558
C -1.66598 -1.57801 -5.23740
C 4.38889 3.08192 -0.36576
C -2.61648 4.53811 1.31038
C -3.74242 -0.41667 -1.39411
C 0.98159 -5.18080 -5.45429
C 1.75314 -1.71710 0.72193
C 0.64239 0.08961 -5.75398
C -9.21585 3.56023 0.21868
C 2.49679 -0.70491 1.66765
C -0.64950 2.34037 3.99779
C 0.81164 -1.77314 -1.46402
C 5.39154 -0.55861 4.77838
C 0.75508 -4.48365 -4.13913
C -5.18084 -5.15380 -1.18128
C -11.08518 4.47933 -1.09025
C 1.73596 2.21389 -3.01122
C -4.36443 -4.02612 -1.80604
H -3.44115 -1.73075 -6.53637
H -2.90483 -5.71950 -6.44511
H 3.85805 1.19674 -1.57465
H -5.56090 6.08041 0.26477
H -2.64934 3.45712 1.44632
H 0.98818 0.96187 -6.30869
H 1.23843 3.12184 -4.85142
H -0.75103 -6.10500 -4.91606
H 1.87387 -4.70696 -7.28488
H 5.51181 3.38026 2.01698
H -1.63592 4.76442 0.89160
H 2.79538 0.15066 1.06190
H -5.18141 -4.93223 -0.11404
H 2.87752 3.00048 -6.74183
H -3.22346 -3.15117 -5.62151
H 6.52812 -0.60232 12.79494
H 5.44557 3.14338 -0.62603
H -2.80594 -4.63648 -7.76670
H -0.58419 1.39881 4.54305
H -0.10672 -6.75499 -6.36027
H -9.63031 2.67015 0.69207
H -9.50592 4.29759 0.96718
H 4.37653 0.44841 8.45462
H -4.88761 -6.17929 -1.40601
H 4.37635 -0.87183 4.53468
H -4.81731 3.22918 -0.01700
H -3.03401 0.34927 -1.70968
H 2.62423 3.89701 -4.03518
H 6.23169 -1.53104 7.09477
H -5.62323 -2.32740 -1.85501
H 1.73148 -2.14924 -1.91183
H 1.58034 -6.07838 -5.29948
H -1.67866 0.40200 -6.49858
H -10.97515 5.56201 -1.02852
H 6.31192 -1.98283 11.69329
H -11.55675 4.19429 -2.03071
H -4.58588 -3.93139 -2.86910
H -7.26296 2.81694 0.62171
H 1.67601 2.27169 1.66859
H -5.00064 4.09207 1.53119
H 0.77363 0.11464 2.18293
H -0.91989 -2.14259 -5.79660
H 4.22054 3.85988 -5.92617
H 9.43421 -2.63753 12.70143
H -3.78486 -1.63667 -4.82737
H 3.04095 1.06234 3.46908
H 5.25527 0.39941 10.84542
H -0.73034 -1.22393 -3.58365
H -7.86421 5.61490 -0.22433
H -2.52808 -3.57800 -2.48398
H 1.47489 -3.68156 -3.97595
H 4.81076 2.07650 2.71525
H 0.68016 2.36256 -2.78477
H -0.27163 -4.12576 -4.21584
H 0.02774 -2.52357 -1.36171
H 2.01240 2.05535 -0.94628
H 3.83159 4.01656 -0.42866
H -1.72796 2.49643 4.02379
H -0.18449 3.04353 4.68875
H -4.77424 -0.06829 -1.34848
H 1.79054 1.14096 -3.19547
H 0.48615 -1.18443 -2.32168
H 1.30147 -2.55352 1.25531
H 4.35715 2.43096 -2.50265
H 4.51197 -1.31702 7.03430
H -2.32000 0.47455 -4.84739
H 5.54436 0.18700 3.99812
H 1.61177 -0.13680 -5.30996
H 2.64556 -2.15796 0.27770
H -6.21640 -5.00460 -1.48697
H -2.67046 -3.79361 -0.89591
H 7.84787 -2.29114 13.38787
H 6.03971 1.92133 1.31234
H 6.15742 0.82015 8.31768
H 4.93610 -1.48406 9.70919
H 3.33795 -1.18276 2.16986
H 1.77104 3.22689 3.19568
H -5.66499 5.15399 -1.29362
H 5.99534 -1.43126 4.52936
H 0.47554 -0.67582 -6.51186
H -2.51228 5.09777 2.23990
H -11.64555 4.08545 -0.24234
H -2.28926 -1.43729 -3.37824
H 0.82277 -5.11453 -3.25284
H 0.54323 -3.89327 -6.81719
H -4.78231 -2.44130 -0.34679
H 6.93171 0.71909 10.37656
H 4.37519 2.23238 -6.64019
H -2.09761 -6.27964 -7.94896
H -3.44871 -0.56036 -0.35431
H 1.56431 1.12943 4.40756
H -7.66162 3.30911 -1.09535
H 9.16140 -1.17394 13.65148
```


No. 2
ORCA calculation (ωB97M-V/def2-TZVPD) on a 11-piece molecular cluster, C36H94O33S10 overall at a distorted geometry.

As for the LUMO energy: 0.08 eV. As for the spin multiplicity: 1. Its frontier orbital gap is 9.551 eV. The structure (SMILES) is CCOS(C)(=O)=O.CCOS(C)(=O)=O.CCOS(C)(=O)=O.CCOS(C)(=O)=O.CCOS(C)(=O)=O.CCOS(C)(=O)=O.CCOS(C)(=O)=O.CCOS(C)(=O)=O.CCOS(C)(=O)=O.CCOS(C)(=O)=O.COCCOCCOC. The value obtained for the highest occupied orbital energy is -9.5 eV.

XYZ file:
```
173
C36H94O33S10 ωB97M-V/def2-TZVPD
S -0.13678 6.14786 1.47877
S 3.61967 2.66176 1.08162
S -0.80894 4.09272 -2.99293
S 5.72954 -1.64093 0.44607
S 0.36821 3.13890 5.13944
S 1.76287 -3.93338 2.28253
S -0.22490 -1.11813 -6.00565
S -5.19837 -2.10096 5.80558
S 4.02407 -2.96058 -5.03993
S -3.25737 -0.13549 -1.61723
O -4.69745 -0.64590 -2.05638
O -1.54187 -0.69969 -6.38279
O -5.42883 -1.54500 4.50971
O -1.09881 2.53813 5.12196
O -1.54497 5.43669 1.73186
O 0.42874 6.26501 2.77937
O -4.82758 -3.63760 5.61011
O -3.48802 0.86369 -0.63712
O 4.73681 -1.12419 1.34897
O 0.15965 3.19001 -2.47428
O 3.38491 -4.08757 -5.95996
O 5.01306 2.35399 1.00115
O 4.21565 -3.51856 -3.74624
O -0.30880 7.29931 0.64731
O 0.07257 0.15036 0.81138
O 1.03120 -1.10394 -1.50939
O 2.93204 2.81885 -0.16006
O -0.36081 -2.52894 -5.27575
O -2.11159 4.17856 -2.40811
O 7.11527 -1.29680 0.53541
O 5.29269 -1.33908 -1.05823
O 2.21947 -4.33878 0.98224
O 3.41972 3.96984 1.96935
O -2.44486 0.06966 -2.78012
O 0.41346 4.29391 5.97562
O 0.76105 -1.26512 -7.01423
O 2.28873 -4.52845 3.46154
O 3.32678 -1.72677 -5.22636
O 0.75836 3.18807 3.77133
O -0.13360 5.52940 -2.94674
O -4.21480 -1.63159 6.71910
O -1.39236 -1.23511 2.71659
O 0.19743 -4.15584 2.35275
C -2.34647 1.16318 6.63090
C -3.26974 4.17697 0.66989
C 4.22640 4.11011 3.14981
C 1.49646 0.17673 -1.10660
C -6.21291 -1.88116 -3.42120
C -1.89197 2.58081 6.32628
C 5.42084 0.06240 -1.42395
C 1.85426 -2.17030 2.37197
C 2.74890 1.52034 2.13538
C -5.66789 -4.44155 4.75556
C -2.60595 -1.59282 -0.85446
C -0.89087 6.64119 -3.46914
C 5.66378 0.08961 -2.90656
C 2.70378 -5.00432 -8.02357
C 3.67599 5.25326 3.97573
C -0.62692 -3.90622 1.18830
C -6.74751 -2.16664 6.67956
C -4.78619 -1.43855 -3.25741
C 1.30328 1.86485 5.97603
C 0.36731 0.87740 -0.37507
C -2.55624 5.50508 0.71310
C -5.23577 -5.88093 4.94537
C -1.67060 -4.10666 -4.00855
C -0.78494 -5.18784 0.39244
C 0.39332 -0.09055 -4.69501
C -0.95694 3.80118 -4.73708
C -0.92207 0.78748 1.58546
C -1.96246 -1.78894 3.87695
C 2.67450 -3.75679 -7.16290
C 2.01108 -2.10041 -1.62546
C 0.66292 4.86825 0.56698
C -1.01958 0.12615 2.93325
C -1.43137 -2.65040 -4.33296
C 5.57981 -3.41527 0.39226
C 5.59852 -2.87770 -5.85915
C -0.56646 7.89419 -2.67450
H 6.32150 -2.42933 -5.18085
H 5.70279 -3.72319 1.42764
H -5.34709 -6.14827 5.99785
H -2.67721 -4.23074 -3.60868
H -0.47536 7.68173 -1.61364
H -1.42032 2.82143 -4.84350
H -1.38605 3.07934 7.15377
H 1.54118 5.30084 0.08256
H 0.06866 3.72308 -5.09312
H 1.04257 4.09129 1.21837
H 4.54056 0.55521 -1.01944
H -2.74841 3.22190 6.11086
H 2.14351 -4.84011 -8.94489
H 2.36563 0.12764 -0.44425
H 4.92250 -0.51040 -3.43680
H -6.93497 -1.07322 -3.33923
H 1.69147 1.69647 1.96190
H -4.14455 4.21503 0.01966
H 5.54599 1.09814 -3.31355
H -4.19318 -6.01471 4.66757
H 0.74861 1.86364 -0.11043
H -1.28117 8.67988 -2.91701
H 1.68350 0.76259 -2.01355
H -7.52033 -2.57314 6.03657
H -3.04454 1.13807 7.46353
H 6.67992 -0.20426 -3.16470
H -0.64006 6.77782 -4.52366
H -3.21161 -1.83291 0.01600
H -4.36099 -0.92608 -4.11930
H 3.03507 0.53675 1.76595
H 2.87978 -1.90318 2.62273
H -0.47150 0.80814 -1.06984
H -2.06777 -2.86607 3.73755
H 1.07827 2.00204 7.03273
H -1.18935 -5.96550 1.03845
H -6.34960 -2.34486 -4.40461
H -1.89218 0.72656 1.08040
H -1.59416 -1.34081 -0.52374
H -5.53854 -4.11238 3.72521
H -2.55282 -2.38856 -1.59147
H -3.64821 3.91429 1.66009
H -6.98013 -1.12780 6.90731
H 0.38503 8.28659 -3.04509
H -1.44924 -5.00109 -0.45348
H 0.18479 -5.52326 0.02680
H 1.65505 -3.44198 -6.95284
H -1.26347 -2.01528 -3.45664
H -2.93934 -1.38093 4.14886
H -4.15622 -2.32428 -3.10885
H -6.71356 -4.33999 5.04970
H 3.30650 6.06103 3.34869
H 1.17441 -1.86585 3.16380
H 0.00927 4.52826 -0.23181
H 5.48558 -2.35910 -6.80656
H 4.44025 5.59808 4.67247
H -1.48309 0.52149 6.80497
H 6.21531 0.63335 -0.93366
H 1.59647 -1.72407 1.41491
H -1.59601 -3.64261 1.61096
H 1.00414 0.66926 -5.17901
H 4.57400 -3.62610 0.03646
H 2.83922 4.92452 4.59405
H -2.86449 0.79729 5.74360
H -0.24622 -3.04083 0.64468
H 3.71925 -5.31980 -8.24797
H -1.83787 0.61215 3.47093
H 2.44819 -2.39880 -0.66792
H 5.92853 -3.89696 -6.04889
H -1.63197 -4.69655 -4.92518
H -6.56400 -2.72983 7.58926
H -0.72644 1.86291 1.72195
H 3.07808 -2.89315 -7.70078
H -6.46319 -2.72346 -2.77408
H -3.26293 6.29371 0.97857
H -0.90804 -4.48668 -3.32963
H 6.36566 -3.75291 -0.27330
H 0.99366 -0.69554 -4.02101
H 5.24892 4.32445 2.83307
H 1.58752 -2.99454 -2.09275
H 0.96697 0.87209 5.69456
H -0.05691 0.15115 3.45682
H -2.33513 -2.19108 -4.74429
H -5.90635 -6.53999 4.39534
H 4.29820 3.19378 3.74094
H -0.45248 0.36994 -4.18944
H -2.62174 3.38005 0.30677
H -1.29027 -1.64858 4.73618
H 2.33380 2.12936 5.75537
H 2.14409 -5.77686 -7.49319
H 2.98717 1.71150 3.17308
H -2.12722 5.74859 -0.25971
H -1.53018 4.59674 -5.19909
H -1.96168 6.43147 -3.41785
H 2.81706 -1.86438 -2.33012
```


No. 3
ORCA calculation (ωB97M-V/def2-TZVPD) on a 12-piece molecular cluster, C36H96F6N7O15S2 overall at a distorted geometry.

As for the LUMO energy (spin up / spin down): -0.22 / -4.68 eV. As for the spin multiplicity: 2. Its frontier orbital gap (spin up / spin down) is 8.175 / 3.714 eV. The value obtained for the highest occupied orbital energy (spin up / spin down) is -8.4 / -8.4 eV.

XYZ file:
```
162
C36H96F6N7O15S2 ωB97M-V/def2-TZVPD
S 0.38586 -1.81858 0.17054
S 0.68972 0.63607 0.78282
F 2.52200 -3.52966 0.45659
F 1.74349 -0.55672 2.95483
F 1.93151 -3.15585 -1.63764
F 0.91625 -4.55087 -0.25450
F 1.13453 1.45361 3.24312
F 2.91264 1.22547 2.26343
O 5.76604 -5.27070 -0.07264
O 1.62484 -1.03711 -5.44775
O 1.12978 1.78881 0.07163
O -0.84525 3.15831 4.75571
O -0.63918 -1.75883 -0.90106
O -4.71154 -1.83690 -0.93798
O -4.01020 2.52804 0.12287
O 3.57535 4.83639 4.04743
O 0.01041 -2.16313 1.56207
O -0.57626 2.93541 -2.81155
O 2.20801 -8.12660 2.24215
O -1.14876 -6.44446 -2.57672
O -5.35931 1.86909 3.67209
O -0.75849 0.59958 1.02064
O 4.09675 -0.43802 -0.34690
N 1.43383 -0.73881 -0.06295
N -2.58787 1.67506 2.78445
N -6.40742 3.10868 1.46872
N 2.04892 3.80453 -1.65145
N -3.85244 -0.78660 -4.34346
N 4.65647 -3.56421 -2.06050
N 1.07610 7.62082 2.95826
C 1.06473 2.81950 6.15873
C 3.19273 8.06887 3.77096
C 4.67620 -5.03494 -2.17328
C -0.50484 -1.42334 -4.36901
C 6.02401 -5.48431 -1.45096
C -7.55804 2.18776 -0.42601
C 0.94648 4.76277 -2.09157
C -6.20456 2.35543 0.27454
C 0.62752 -2.08664 -5.09760
C 1.52840 -3.34236 -0.31156
C -3.67945 -1.31635 -0.09146
C -5.93097 -0.13739 -3.25095
C -1.23403 2.26800 -3.88534
C 3.82187 -8.33996 0.52036
C 1.75587 0.66777 2.43985
C -3.49631 0.56116 2.97862
C 2.55567 -7.66078 0.91665
C 2.37712 7.03971 3.09833
C -0.77378 -5.35237 -3.25691
C 4.05284 4.59449 2.69929
C -0.41870 3.38703 6.02947
C 6.77713 -5.77146 0.75593
C -2.80286 2.78735 -0.59525
C -4.55274 0.80877 4.10264
C 2.43952 5.68544 3.93982
C 4.69684 -5.47859 -3.58540
C -0.33759 -5.69141 -4.71496
C -5.10685 2.93755 -0.58247
C -4.45683 -0.60780 -3.02502
C -4.34443 -1.94365 -2.24008
C 4.81266 -1.11421 0.63140
C 6.27859 -1.01779 0.39664
C -2.53898 -0.60341 3.24941
C 1.66366 5.99617 -2.65478
C -6.50256 2.01476 4.55114
C 0.15953 4.03054 -3.21267
H 4.54691 -0.70469 1.60597
H -1.61283 -6.19570 -1.77400
H -5.01529 -2.66129 -2.71235
H 3.27010 9.02650 3.25612
H 0.29073 -2.60639 -5.99456
H 0.17003 4.94979 -1.34980
H -1.88316 2.90071 -0.02131
H 6.55153 -1.74422 -0.36880
H 3.49164 3.82561 2.16828
H 2.24921 6.60882 -1.96928
H 6.93521 -4.97438 -1.76368
H 1.03132 1.74282 5.99217
H -2.68936 1.97474 -1.31280
H 0.52087 6.85189 2.61102
H -1.86252 -0.43450 4.08725
H 1.00019 8.26239 2.18191
H 2.52663 -6.57951 0.78213
H 3.68490 -5.56389 -3.98135
H -1.00144 -0.75134 -5.06895
H 4.97863 4.01922 2.70637
H 6.85610 -1.22687 1.29713
H -0.42054 4.41845 6.38198
H 3.61128 -9.27188 -0.00431
H -1.62370 -4.69006 -3.42143
H 0.95610 6.59488 -3.22839
H -1.31133 -2.05583 -3.99802
H 1.78004 -7.97830 0.21974
H 6.56860 -5.39855 1.75870
H -7.40548 1.43286 -1.19734
H -0.07543 -0.73937 -3.63695
H -5.90015 1.38766 0.67310
H -2.06008 -0.90926 2.31925
H 2.88334 8.22741 4.80404
H 2.79803 6.74624 2.13666
H 2.38857 5.61043 -3.37159
H -7.04493 2.50562 1.96871
H 1.45361 3.00115 7.16066
H 0.61908 -6.20189 -4.82580
H 2.19898 5.80732 4.99594
H -1.88519 3.01911 -4.33247
H 1.74447 2.98394 -1.14741
H -7.97331 3.06648 -0.91946
H -5.11400 3.99644 -0.84091
H 1.10214 -2.87084 -4.50779
H -8.41108 1.97420 0.21806
H -5.06286 2.30029 -1.46568
H -2.07479 1.90435 3.62366
H -0.44062 1.78306 -4.45405
H 6.29107 -6.51441 -1.68692
H -3.18256 -1.42294 3.56922
H 5.12619 -3.26950 -1.21635
H 1.54861 5.15183 3.60873
H -6.06301 0.81488 -3.76463
H -0.55562 4.80897 -3.47858
H 7.78979 -5.41450 0.56833
H 1.84850 3.26490 5.54602
H 0.73400 3.84703 -4.12063
H -1.56680 3.77363 4.60619
H -1.93763 1.53560 -3.48955
H 1.77063 -1.23681 -6.37537
H 4.22003 7.74686 3.60048
H -6.21512 2.63121 5.40288
H 4.30546 5.42309 2.03769
H -3.87969 0.12621 -2.46267
H -5.13767 -0.11097 4.10869
H 3.83452 -5.39955 -1.58447
H -4.25532 -1.20982 0.82784
H 6.57697 -0.03500 0.03166
H -1.03168 -6.31556 -5.27780
H -4.29762 -1.41035 -5.00138
H -2.78370 3.64519 -1.26745
H -4.11925 1.11215 5.05560
H -4.11166 0.53987 2.07918
H 5.13482 -4.83528 -4.34856
H 4.35352 -8.69060 1.40496
H -1.03713 2.83270 6.73544
H -6.91402 1.06824 4.90172
H -0.31701 -4.78482 -5.31976
H 2.74764 -7.72563 2.92743
H -2.90129 -2.03420 0.16787
H 5.20976 -6.43040 -3.72354
H -6.32723 -0.09892 -2.23626
H 3.68972 -3.32466 -1.89283
H -7.01393 3.90250 1.32005
H -7.26758 2.67867 4.14855
H 0.11910 -4.84739 -2.88831
H 2.46054 4.40119 -0.94813
H -3.79142 0.14711 -4.72368
H 3.18298 -0.68068 -0.18032
H -3.32306 -0.30022 -0.26045
H -6.46782 -0.89005 -3.82836
H -1.90412 1.22951 2.18941
H -3.40099 -2.46336 -2.40720
H 4.39271 -7.65004 -0.10114
H 4.39233 -2.11889 0.67638
H 6.76028 -6.85951 0.81889
```


> What is the spin multiplicity in the third record?

2


> Which value of spin multiplicity does entry 2 give?

1


> Number 3 is which compound?

C36H96F6N7O15S2